Entry 1:
C25H60GeN2O6Si4W as an isolated structure at a distorted geometry. Source: OMol25; level of theory: the ωB97M-V functional and the def2-TZVPD basis.

Last column: Mulliken spin population.
Geometry (Å):
1 W 0.07250 1.09465 -0.42024  0.895
2 N -3.06583 1.42719 1.64696  -0.001
3 C -3.34799 1.97989 0.32358  0.029
4 C -2.06132 2.07105 -0.44004  0.054
5 O -1.69759 1.23840 -1.39568  -0.001
6 N -1.14283 2.98917 -0.26737  0.010
7 C -1.07363 3.75381 0.95812  0.002
8 C -0.04399 3.06553 1.85224  -0.012
9 O 0.37858 3.55777 2.86246  0.017
10 O 0.29190 1.86668 1.40952  0.061
11 H -2.47930 2.03756 2.20073  -0.002
12 H -3.92487 1.30639 2.16650  0.002
13 H -4.04336 1.33931 -0.21600  -0.003
14 H -3.76992 2.99325 0.33120  -0.001
15 H -0.72590 4.76437 0.75763  0.001
16 H -2.02168 3.83375 1.49244  0.001
17 C 1.55664 -1.70597 -3.26955  -0.003
18 C 0.51623 -0.60006 -3.28226  -0.016
19 C -0.88471 -1.15170 -3.13777  0.027
20 C 0.62552 0.23614 -4.54774  0.009
21 O 0.79190 0.26212 -2.12774  0.057
22 Ge 2.52346 1.30452 -2.06070  0.002
23 O 1.39336 2.72126 -1.60524  0.009
24 C 1.28404 3.93631 -2.40149  0.001
25 C 0.23687 3.74367 -3.48781  0.002
26 C 2.64824 4.23828 -3.01299  0.001
27 C 0.89293 5.07750 -1.47432  -0.001
28 O 2.13025 0.87796 -0.20527  -0.030
29 C 3.22947 0.66734 0.77898  0.007
30 C 3.38262 -0.82286 0.94235  -0.005
31 C 4.49306 1.27842 0.18828  0.004
32 C 2.92713 1.34377 2.10177  -0.005
33 H 1.37547 -2.40408 -4.08821  0.000
34 H 1.50875 -2.25178 -2.33055  0.001
35 H 2.56548 -1.30541 -3.39142  -0.001
36 H -1.08940 -1.84800 -3.95282  -0.001
37 H -1.62304 -0.35371 -3.17313  -0.002
38 H -0.98487 -1.68822 -2.19363  -0.014
39 H 0.48686 -0.40875 -5.41671  0.000
40 H 1.60749 0.70470 -4.64751  -0.001
41 H -0.14187 1.00846 -4.56747  0.000
42 H 0.60752 3.09770 -4.28404  0.001
43 H -0.02661 4.70437 -3.93313  0.000
44 H -0.66750 3.30097 -3.06684  -0.001
45 H 2.96759 3.46222 -3.71251  0.000
46 H 3.40798 4.34733 -2.23601  0.000
47 H 2.60019 5.17297 -3.57250  0.000
48 H -0.15889 5.01980 -1.20809  0.002
49 H 1.05573 6.03121 -1.97770  0.000
50 H 1.50305 5.06038 -0.56961  -0.001
51 H 3.61460 -1.29034 -0.01348  0.000
52 H 2.46611 -1.25978 1.33823  0.004
53 H 4.19320 -1.04217 1.63921  -0.001
54 H 4.82251 0.76770 -0.71799  -0.001
55 H 5.29786 1.19114 0.91883  -0.001
56 H 4.35599 2.34162 -0.02437  -0.001
57 H 2.02640 0.95551 2.56368  0.001
58 H 2.81427 2.42142 1.99314  0.001
59 H 3.77008 1.14939 2.76796  0.001
60 C 1.26265 -1.64676 3.80331  -0.001
61 Si -0.47469 -1.15681 3.24614  0.021
62 C -0.87411 0.44286 4.13281  0.004
63 C -1.64539 -2.45063 3.95785  0.000
64 Si -0.46913 -1.08505 0.84040  -0.065
65 Si 0.30399 -3.32761 0.25023  0.010
66 C 0.06753 -4.46882 1.72858  -0.002
67 C -0.51561 -4.09346 -1.27362  0.004
68 C 2.14386 -3.55991 -0.07198  0.000
69 Si -3.08692 -1.85928 0.63654  -0.040
70 C -3.53422 -1.41276 -1.12325  -0.014
71 C -4.38105 -1.09255 1.75005  -0.007
72 C -3.26358 -3.69816 0.89186  -0.009
73 H 1.19983 -2.09181 4.79996  -0.001
74 H 1.90054 -0.76479 3.87519  0.000
75 H 1.76275 -2.36506 3.15356  0.000
76 H -0.50045 0.32573 5.15502  0.001
77 H -1.95111 0.61182 4.20252  -0.001
78 H -0.39776 1.32528 3.71635  -0.003
79 H -1.81336 -2.17014 5.00186  0.000
80 H -1.20925 -3.44770 3.95030  -0.001
81 H -2.62256 -2.50940 3.48363  0.001
82 H -0.95163 -4.61674 2.06565  0.000
83 H 0.65864 -4.14622 2.58463  0.000
84 H 0.45926 -5.44050 1.41065  0.000
85 H -1.52631 -3.75868 -1.50137  -0.001
86 H -0.55447 -5.17478 -1.11114  0.001
87 H 0.09367 -3.92170 -2.16213  0.000
88 H 2.73512 -3.44919 0.83726  0.000
89 H 2.57439 -2.91649 -0.83425  0.000
90 H 2.25203 -4.59486 -0.41061  0.000
91 H -2.96907 -0.56257 -1.50656  0.006
92 H -4.59667 -1.15373 -1.15133  -0.001
93 H -3.38498 -2.25749 -1.79836  0.000
94 H -4.80709 -0.20351 1.29196  0.000
95 H -4.07188 -0.86976 2.76828  0.001
96 H -5.17604 -1.84474 1.80230  -0.001
97 H -2.57375 -4.32255 0.33741  0.001
98 H -4.27578 -3.90383 0.52304  -0.001
99 H -3.23412 -3.97779 1.94339  0.001

The LUMO energy (alpha / beta) is -4.8 / -4.2 eV. The HOMO energy (alpha / beta) is -10.38 / -10.43 eV. As for the total energy: -132014.544 eV. The total charge is +1. As for the largest force on an atom: 0.0342 hartree/bohr. The spin multiplicity is 2. For the HOMO-LUMO gap (alpha / beta), the calculation gives 5.6 / 6.2 eV.

Entry 2:
A 5-piece molecular cluster, C26H58BrF2NO15S overall at a distorted geometry. Source: OMol25; level of theory: the ωB97M-V functional and the def2-TZVPD basis.

Last column: Löwdin charge in e.
Geometry (Å):
1 O -6.13259 2.91767 1.56064  0.018
2 C -5.54263 2.14519 0.79088  -0.695
3 Br -6.40239 0.38436 0.35137  0.664
4 C -4.12841 2.46512 0.11760  -0.155
5 N -3.91566 3.90135 -0.24106  -0.153
6 F -2.65285 3.97502 -0.79852  -0.037
7 S -4.97549 4.45421 -1.50033  0.827
8 O -6.42310 4.52819 -1.07094  -0.266
9 O -4.55389 5.87728 -1.80697  -0.295
10 F -4.82120 3.60265 -2.93385  -0.197
11 H -3.95356 1.72526 -0.73829  0.130
12 H -3.32919 2.21165 0.91544  0.158
13 C 0.42562 1.69516 -5.56628  -0.106
14 O 0.90838 2.10993 -4.30073  -0.203
15 C -0.13123 2.56060 -3.44067  -0.191
16 C 0.17746 2.20510 -1.98948  -0.174
17 O -0.01636 0.82163 -1.68519  -0.151
18 C 0.96127 -0.08338 -2.20757  -0.164
19 C 2.33360 0.04828 -1.55461  -0.187
20 O 3.02961 1.17424 -2.07830  -0.199
21 C 3.96890 1.70693 -1.16484  -0.100
22 H 0.01728 2.55083 -6.11483  0.088
23 H 1.25910 1.27441 -6.13045  0.090
24 H -0.33842 0.91955 -5.45180  0.087
25 H -1.09593 2.12722 -3.72309  0.123
26 H -0.18900 3.65139 -3.54095  0.130
27 H -0.53712 2.74180 -1.35752  0.107
28 H 1.16964 2.54107 -1.68877  0.121
29 H 1.02119 -0.00864 -3.29463  0.118
30 H 0.57774 -1.08296 -1.98343  0.128
31 H 2.93390 -0.84113 -1.77738  0.130
32 H 2.21134 0.13833 -0.46855  0.096
33 H 3.48003 1.97544 -0.22207  0.072
34 H 4.38516 2.61720 -1.59963  0.092
35 H 4.77808 0.99319 -0.98422  0.091
36 C 0.42217 1.18840 1.64319  -0.100
37 O 1.01937 0.48009 2.71448  -0.196
38 C 2.42066 0.30304 2.53953  -0.195
39 C 3.14241 0.34894 3.88289  -0.171
40 O 3.26217 1.66605 4.42374  -0.129
41 C 2.06744 2.24798 4.95013  -0.173
42 C 1.57253 1.58166 6.22948  -0.196
43 O 0.90175 0.36230 5.93081  -0.209
44 C 0.95737 -0.56525 6.99834  -0.107
45 H 0.47302 0.59884 0.72315  0.068
46 H -0.62481 1.36966 1.89401  0.084
47 H 0.91406 2.15642 1.49982  0.094
48 H 2.83784 1.06844 1.87772  0.106
49 H 2.57128 -0.68268 2.08182  0.127
50 H 4.17034 0.01059 3.71824  0.127
51 H 2.70232 -0.33724 4.60612  0.117
52 H 1.28673 2.29481 4.18887  0.115
53 H 2.33164 3.28157 5.19122  0.126
54 H 0.85216 2.23779 6.73120  0.125
55 H 2.42448 1.40269 6.89755  0.127
56 H 1.99663 -0.76905 7.27772  0.089
57 H 0.51074 -1.50088 6.65833  0.080
58 H 0.39687 -0.19322 7.86067  0.090
59 C -2.92558 -5.38567 10.43370  -0.111
60 O -1.76955 -5.64317 9.65847  -0.206
61 C -1.71270 -4.84605 8.48051  -0.192
62 C -0.26950 -4.48404 8.14319  -0.173
63 O 0.28050 -3.47256 8.99018  -0.141
64 C 0.60137 -3.86953 10.32527  -0.171
65 C 1.78270 -4.83002 10.41275  -0.195
66 O 1.37959 -6.15115 10.06790  -0.208
67 C 2.44255 -6.92631 9.54900  -0.111
68 H -3.82421 -5.69950 9.89106  0.088
69 H -2.85023 -5.95677 11.36039  0.089
70 H -2.98999 -4.32314 10.68864  0.086
71 H -2.29962 -3.92924 8.59302  0.125
72 H -2.13669 -5.44083 7.66220  0.126
73 H -0.26274 -4.05236 7.13719  0.120
74 H 0.37402 -5.36273 8.10747  0.117
75 H -0.27842 -4.26043 10.83920  0.117
76 H 0.88074 -2.94669 10.84163  0.126
77 H 2.15728 -4.85977 11.44222  0.126
78 H 2.58266 -4.48185 9.74709  0.126
79 H 2.89037 -6.43314 8.67944  0.086
80 H 2.03434 -7.88362 9.22039  0.089
81 H 3.20028 -7.10445 10.31766  0.087
82 C 1.33397 2.36642 -13.13745  -0.111
83 O 0.62065 1.38769 -12.40467  -0.206
84 C 1.40468 0.79797 -11.37329  -0.194
85 C 0.53822 0.45796 -10.16444  -0.173
86 O 0.16773 1.59807 -9.38616  -0.140
87 C -0.81726 2.46199 -9.95761  -0.172
88 C -2.20877 1.84226 -10.03111  -0.194
89 O -2.29703 0.94001 -11.12883  -0.208
90 C -3.26107 -0.07406 -10.92341  -0.112
91 H 2.15156 1.89981 -13.69810  0.088
92 H 0.64423 2.83896 -13.83856  0.089
93 H 1.72707 3.13840 -12.46841  0.086
94 H 2.21614 1.46307 -11.06213  0.124
95 H 1.83761 -0.12484 -11.77850  0.126
96 H 1.13627 -0.16677 -9.49340  0.126
97 H -0.33487 -0.13248 -10.44125  0.116
98 H -0.48998 2.84080 -10.92732  0.117
99 H -0.86934 3.32418 -9.28658  0.125
100 H -2.95399 2.62928 -10.19293  0.126
101 H -2.42630 1.32733 -9.08670  0.125
102 H -3.04882 -0.62648 -10.00160  0.086
103 H -3.19866 -0.77449 -11.75802  0.089
104 H -4.26763 0.35290 -10.88807  0.087

The LUMO energy is -1.0 eV. The HOMO energy is -9.17 eV. As for the total energy: -146405.580 eV. The total charge is 0. As for the largest force on an atom: 0.1804 hartree/bohr. As for the SMILES: O=C(Br)CN(F)S(=O)(=O)F.COCCOCCOC.COCCOCCOC.COCCOCCOC.COCCOCCOC. For the HOMO-LUMO gap, the calculation gives 8.2 eV.

Entry 3:
One molecule with the formula C5H13NO at a distorted geometry. Source: OMol25; level of theory: the ωB97M-V functional and the def2-TZVPD basis.

Last column: Löwdin charge in e.
Geometry (Å):
1 C 1.64298 -0.19831 -1.88076  -0.108
2 C 0.12633 -0.06703 -1.96093  -0.258
3 C -0.44890 1.08742 -1.12980  -0.240
4 N -0.31561 0.90052 0.32843  -0.070
5 C -0.59335 -0.39786 0.89334  -0.238
6 C -0.49636 -0.26430 2.41745  -0.279
7 O -0.38115 -1.53540 3.00460  -0.047
8 H 2.12301 0.72239 -1.54745  0.072
9 H 2.08921 -0.50547 -2.82651  0.065
10 H 1.94733 -0.94855 -1.14694  0.064
11 H -0.20345 0.04889 -2.99378  0.102
12 H -0.36589 -0.97249 -1.61557  0.090
13 H -1.47110 1.26432 -1.48236  0.103
14 H 0.07617 2.01024 -1.39861  0.108
15 H -0.87812 1.61081 0.76535  0.101
16 H 0.21643 -1.05757 0.58030  0.109
17 H -1.53077 -0.92036 0.66149  0.124
18 H -1.39236 0.29479 2.72977  0.116
19 H 0.35160 0.38447 2.66450  0.117
20 H -0.49600 -1.45650 3.93748  0.070

The LUMO energy is 1.0 eV. The HOMO energy is -8.78 eV. As for the total energy: -8932.711 eV. The total charge is 0. As for the largest force on an atom: 0.0234 hartree/bohr. As for the SMILES: CCCNCCO. For the HOMO-LUMO gap, the calculation gives 9.7 eV.

Entry 4:
C25H45NP2PbS as an isolated structure at a distorted geometry. Source: OMol25; level of theory: the ωB97M-V functional and the def2-TZVPD basis.

Last column: Löwdin charge in e.
Geometry (Å):
1 Pb -0.72215 -0.27241 0.00410  1.201
2 C 1.58419 -1.31977 -1.37147  -0.331
3 C 0.65091 -0.76543 -2.31166  -0.306
4 C 1.81971 0.97356 -1.32266  -0.237
5 C 2.37189 -0.26238 -0.86065  -0.204
6 C 0.84302 0.66619 -2.30379  -0.282
7 C 1.85312 -2.75769 -1.18134  -0.041
8 H 0.96552 -3.38431 -1.30405  0.081
9 H 2.27863 -2.98624 -0.20171  0.059
10 H 2.58748 -3.06800 -1.93540  0.113
11 C 3.65699 -0.47679 -0.18173  -0.003
12 H 3.76712 -1.51621 0.10542  0.078
13 H 3.76500 0.05475 0.76339  0.024
14 H 4.50096 -0.09285 -0.75482  0.119
15 C 2.29135 2.36542 -1.12261  -0.019
16 H 2.96408 2.70413 -1.92888  0.117
17 H 2.81365 2.45253 -0.17156  0.048
18 H 1.44634 3.07351 -1.07811  0.069
19 C 0.31952 1.61841 -3.31847  -0.027
20 H 1.03226 1.63774 -4.16750  0.119
21 H 0.27426 2.64326 -2.92620  0.067
22 H -0.68153 1.37082 -3.71461  0.085
23 C 0.14206 -1.58855 -3.42987  0.004
24 H 1.02226 -1.86345 -4.05308  0.135
25 H -0.60649 -1.07287 -4.04386  0.078
26 H -0.31129 -2.52907 -3.07832  0.087
27 C -3.38768 -1.68631 -0.22936  -0.202
28 C -2.72799 -2.47498 -1.07032  -0.167
29 C -3.41181 -3.11442 -2.23118  -0.159
30 C -3.81925 -2.18261 -3.40712  -0.163
31 C -3.54115 -0.71651 -3.28651  -0.108
32 C -4.24197 0.04855 -2.44402  -0.106
33 C -5.30417 -0.54706 -1.56418  -0.168
34 C -4.85266 -1.43149 -0.36455  -0.165
35 H -4.31714 -3.64219 -1.89716  0.123
36 H -4.89706 -2.32494 -3.56626  0.119
37 H -2.76387 -3.90265 -2.63516  0.114
38 H -5.40253 -2.38496 -0.41987  0.124
39 H -2.90863 -1.09878 0.57630  0.017
40 H -1.63720 -2.62561 -1.01891  0.058
41 H -5.21712 -0.95247 0.55701  0.112
42 H -5.91425 0.26809 -1.15149  0.112
43 H -4.07240 1.12299 -2.31641  0.099
44 H -5.99109 -1.15653 -2.16971  0.118
45 H -3.32444 -2.55833 -4.31071  0.114
46 H -2.71769 -0.33667 -3.89611  0.089
47 P 0.23318 -1.64334 2.10012  0.680
48 C 1.98922 -1.88528 2.67037  -0.218
49 H 1.90305 -2.45110 3.62657  0.072
50 H 2.42448 -0.87954 2.82760  0.013
51 H 2.53972 -2.42169 1.86008  0.045
52 C -0.67705 -1.09777 3.63782  -0.244
53 H -0.33310 -1.79199 4.43794  0.065
54 H -1.77397 -1.16310 3.44343  0.052
55 H -0.36508 -0.04536 3.82211  0.042
56 C -0.27167 -3.44095 1.92150  -0.233
57 H -1.37894 -3.49150 1.79082  0.053
58 H 0.08902 -3.93523 2.85844  0.069
59 H 0.24386 -3.83969 1.01203  0.042
60 P -1.46705 2.21505 0.50729  0.679
61 C -1.65935 3.32864 -0.98242  -0.227
62 H -2.55974 3.94660 -0.76874  0.072
63 H -1.76278 2.71065 -1.90418  0.029
64 H -0.71488 3.93207 -1.01942  0.056
65 C -3.03050 2.03338 1.52990  -0.238
66 H -3.88591 1.74190 0.88088  0.052
67 H -3.14695 3.01214 2.04708  0.063
68 H -2.81878 1.22939 2.27510  0.042
69 C -0.57510 3.44523 1.57893  -0.272
70 H -1.23834 4.34957 1.51329  0.075
71 H 0.43979 3.59593 1.13397  0.038
72 H -0.49106 3.01364 2.60487  0.054
73 S 3.85573 1.94112 2.64188  0.909
74 C 2.36891 1.52287 2.17022  -0.831
75 N 1.31176 1.10054 1.78536  0.070

The LUMO energy (alpha / beta) is -7.8 / -9.3 eV. The HOMO energy (alpha / beta) is -13.44 / -13.24 eV. As for the total energy: -62787.128 eV. The total charge is +2. As for the largest force on an atom: 0.0637 hartree/bohr. For the HOMO-LUMO gap (alpha / beta), the calculation gives 5.7 / 4.0 eV.

> The highest total charge belongs to which entry?

C25H45NP2PbS

Please write out number 3 again, unchanged.
One molecule with the formula C5H13NO at a distorted geometry. Source: OMol25; level of theory: the ωB97M-V functional and the def2-TZVPD basis.

Last column: Löwdin charge in e.
Geometry (Å):
1 C 1.64298 -0.19831 -1.88076  -0.108
2 C 0.12633 -0.06703 -1.96093  -0.258
3 C -0.44890 1.08742 -1.12980  -0.240
4 N -0.31561 0.90052 0.32843  -0.070
5 C -0.59335 -0.39786 0.89334  -0.238
6 C -0.49636 -0.26430 2.41745  -0.279
7 O -0.38115 -1.53540 3.00460  -0.047
8 H 2.12301 0.72239 -1.54745  0.072
9 H 2.08921 -0.50547 -2.82651  0.065
10 H 1.94733 -0.94855 -1.14694  0.064
11 H -0.20345 0.04889 -2.99378  0.102
12 H -0.36589 -0.97249 -1.61557  0.090
13 H -1.47110 1.26432 -1.48236  0.103
14 H 0.07617 2.01024 -1.39861  0.108
15 H -0.87812 1.61081 0.76535  0.101
16 H 0.21643 -1.05757 0.58030  0.109
17 H -1.53077 -0.92036 0.66149  0.124
18 H -1.39236 0.29479 2.72977  0.116
19 H 0.35160 0.38447 2.66450  0.117
20 H -0.49600 -1.45650 3.93748  0.070

The LUMO energy is 1.0 eV. The HOMO energy is -8.78 eV. As for the total energy: -8932.711 eV. The total charge is 0. As for the largest force on an atom: 0.0234 hartree/bohr. As for the SMILES: CCCNCCO. For the HOMO-LUMO gap, the calculation gives 9.7 eV.

> largest force on an atom of number 4 (C25H45NP2PbS)?

0.0637 hartree/bohr

> Number 3 is which compound?

C5H13NO